Model 1:
The following is a quantum chemistry calculation of the ion C2H4O3P with charge -1, from the OMol25 dataset.

Results
SMILES string: CC(=O)[P@@H](=O)[O-]
Kohn-Sham gap: 8.11 eV
Total charge: -1
HOMO level: -0.1439 hartree
E_LUMO: 4.2 eV

Cartesian coordinates (Å):
H -1.5762 -0.4500 1.1940
H -0.3621 0.8413 0.9043
C -1.1627 0.2689 0.4848
O 1.9923 1.1945 0.1127
H -2.1312 0.9066 0.2246
O -1.1228 -0.3225 -1.8663
O 1.5702 -1.0916 1.0445
H 1.8925 -0.9172 -1.2429
C -0.5498 -0.2337 -0.7914
P 1.4497 -0.1964 -0.0642

***

Model 2:
The following is a quantum chemistry calculation of a cluster of 2 separate species, C2H4O3P in total, from the OMol25 dataset.

Results
Kohn-Sham gap: 7.75 eV
Total charge: -1
HOMO level: -0.1273 hartree
E_LUMO: 4.3 eV

Cartesian coordinates (Å):
O -2.2339 1.4316 -0.0568
C 0.9655 -0.1913 -0.2818
O 0.2210 -0.5948 0.6926
H 2.8354 0.4368 -1.0378
H 0.5121 -0.1754 -1.2914
H 2.7454 0.1800 0.7840
H -2.3317 -0.2610 1.6621
P -2.2172 0.0140 0.3009
C 2.2490 0.1731 -0.1734
O -2.7456 -1.0131 -0.5985

***

Model 3:
The following is a quantum chemistry calculation of the ion C2H4O3P with charge -1, from the OMol25 dataset.

Results
SMILES string: CC(=O)P([O-])O
Kohn-Sham gap: 6.63 eV
Total charge: -1
HOMO level: -0.0878 hartree
E_LUMO: 4.2 eV

Cartesian coordinates (Å):
P -1.3826 0.3142 0.5138
O -0.2978 -1.4533 -1.1615
O -2.5941 0.0992 -0.2416
C 0.0529 -0.6372 -0.3263
H 1.3599 0.1136 1.0307
H -1.5959 2.1471 -0.5393
O -0.9048 1.8762 0.1148
H 2.1159 -0.2813 -0.4984
H 1.8138 -1.5317 0.8231
C 1.4328 -0.6468 0.2847

***

Here are the energies relative to the best structure, in kJ/mol: model 1 0.0; model 2 12.2; model 3 18.6.

***

Model 1:
The following is a quantum chemistry calculation of an isolated molecule of C7H14S2, from the OMol25 dataset.

Results
SMILES string: CS[C@@]1(C(C)C)S[C@@H]1C
Kohn-Sham gap: 8.81 eV
HOMO level: -0.2982 hartree
E_LUMO: 0.7 eV

Cartesian coordinates (Å):
H 0.3370 -0.3387 -2.6961
C -0.5300 2.1124 1.0626
S -0.4626 -1.8486 -0.1347
H -1.7989 0.2942 1.4426
C -1.9470 -2.3019 0.7971
H 2.1190 0.8152 1.0688
H -0.0367 1.8620 2.0376
C 1.2261 -0.4988 -2.0705
H 0.7655 1.3607 -1.0581
H 2.1951 -0.4009 -2.6009
C 0.9634 0.3759 -0.8253
H -1.5869 -2.9314 1.7632
H 0.0649 2.7613 0.3751
C -0.4016 -0.1779 -0.1888
S -2.0182 0.8537 -1.0395
C 2.1629 0.3294 0.1801
H 2.2165 -0.7655 0.5732
H 3.0899 0.6423 -0.2730
H -1.3667 2.8798 1.2666
H 1.3655 -1.5302 -1.6257
H -2.5137 -1.4138 1.1250
H -2.6501 -2.8562 0.1734
C -1.1936 0.7772 0.6474

***

Model 2:
The following is a quantum chemistry calculation of an isolated molecule of C7H14S2, from the OMol25 dataset.

Results
SMILES string: CS[C@@]1(C(C)C)S[C@@H]1C
Kohn-Sham gap: 9.46 eV
HOMO level: -0.3180 hartree
E_LUMO: 0.8 eV

Cartesian coordinates (Å):
H 1.9029 -1.8058 2.1527
H 0.5352 2.0269 1.8417
H 0.7603 -2.4702 1.0475
H 0.1778 -1.3772 2.3659
C -0.5649 -0.0302 -2.4365
C 1.4495 -0.2720 0.9146
C -0.2216 -0.6086 -1.0410
S 0.6717 2.0951 -0.4433
H -1.0582 1.6622 1.2416
H -1.8678 0.5433 -0.2414
C 0.9873 -1.5965 1.5602
H -1.4189 -1.0779 0.6478
H -1.1506 0.7943 -2.3220
H 1.7389 0.4610 1.7433
H 0.3572 0.2411 -3.0569
C -1.6084 -0.5333 -0.3514
H 0.0749 -1.5944 -1.1835
H -1.1138 -0.8583 -2.9863
C 0.9265 0.2702 -0.3499
S 2.5315 -0.5173 -0.5028
C -0.2686 2.3180 1.1269
H -2.4303 -1.0455 -0.8580
H -0.4104 3.3752 1.1307

***

Here are the energies relative to the best structure, in kJ/mol: model 1 32.5; model 2 0.0.

***

Model 1:
The following is a quantum chemistry calculation of an isolated molecule of CH2FNO, from the OMol25 dataset.

Results
SMILES string: O=NCF
Kohn-Sham gap: 9.33 eV
HOMO level: -0.3600 hartree
E_LUMO: -0.5 eV

Cartesian coordinates (Å):
O -0.7868 -0.8445 -1.4959
H 1.2765 0.0266 0.0195
F 0.0174 1.3118 0.8556
C 0.2243 0.1270 0.2390
H 0.1486 -0.6208 1.0476
N -0.8800 -0.0001 -0.6657

***

Model 2:
The following is a quantum chemistry calculation of a cluster of 2 separate species, CH2FNO in total, from the OMol25 dataset.

Results
SMILES string: N=C=O.F
Kohn-Sham gap: 11.83 eV
HOMO level: -0.4093 hartree
E_LUMO: 0.7 eV

Cartesian coordinates (Å):
O 0.0055 0.7324 0.2649
F 2.6295 0.0169 -0.1558
H 2.7361 0.6334 0.4786
C -0.9315 0.0810 0.0688
H -2.4056 -1.1445 -0.4721
N -2.0340 -0.3192 -0.1844

***

Here are the energies relative to the best structure, in kJ/mol: model 1 286.0; model 2 0.0.

***

Model 1:
The following is a quantum chemistry calculation of an isolated molecule of C2H2N2OS2, from the OMol25 dataset.

Results
SMILES string: O=C1SN=CNS1
Kohn-Sham gap: 9.30 eV
HOMO level: -0.3344 hartree
E_LUMO: 0.2 eV

Cartesian coordinates (Å):
N 1.2400 1.0781 0.2247
H 1.6489 1.5771 1.1559
O -2.4062 -0.1507 0.2851
C -1.2007 -0.0297 -0.0034
N 1.4683 -1.2039 -0.2115
H 3.0788 -0.0281 0.5815
C 1.9837 -0.1255 0.0573
S -0.2996 1.5910 -0.2335
S -0.2713 -1.4993 -0.0436

***

Model 2:
The following is a quantum chemistry calculation of a cluster of 2 separate species, C2H2N2OS2 in total, from the OMol25 dataset.

Results
Kohn-Sham gap (alpha / beta): 6.42 / 6.40 eV
HOMO level (alpha / beta): -0.3357 / -0.3358 hartree
E_LUMO (alpha / beta): -2.7 / -2.7 eV

Cartesian coordinates (Å):
H 1.0604 -0.1250 1.8909
N 0.7083 0.4641 -0.0685
S -1.1528 -0.5879 1.2232
C -0.2437 0.4622 -0.9397
O -2.6297 -0.1952 -0.9790
C -1.5209 -0.1470 -0.5179
N 0.4049 -0.0348 1.1030
S 3.3881 -0.6434 0.1996
H -0.0147 0.8070 -1.9115

***

Here are the energies relative to the best structure, in kJ/mol: model 1 0.0; model 2 196.1.

***

Model 1:
The following is a quantum chemistry calculation of a structure of composition C32H43BrF3N5O2STl, from the OMol25 dataset.

Results
Kohn-Sham gap (alpha / beta): 6.32 / 5.14 eV
Total charge: +1
HOMO level (alpha / beta): -0.3782 / -0.3601 hartree
E_LUMO (alpha / beta): -4.0 / -4.7 eV

Cartesian coordinates (Å):
H 16.7225 14.4901 13.1665
C 12.9511 19.0731 9.2067
N 9.9534 17.1016 12.9010
C 8.9497 16.6190 12.1226
H 6.2552 10.0227 10.8092
C 14.4726 16.6843 14.4339
C 17.3853 14.6889 6.2456
C 11.4720 18.7700 9.4869
C 11.5332 12.0101 7.0283
C 10.6282 19.4666 8.3871
F 18.4852 14.1346 6.7983
H 12.7833 18.9131 14.5542
H 9.6554 10.6273 12.7500
C 9.0241 10.1803 10.7230
H 14.3266 17.3734 15.2639
H 12.0763 17.7096 15.6722
C 16.2778 14.8273 7.2527
C 11.0846 19.3578 10.8524
H 10.0339 19.1124 11.0784
C 10.8204 12.2633 9.9482
C 6.7631 9.1247 10.4259
H 14.6153 17.0804 9.1349
C 15.6639 15.9928 14.3137
S 9.0406 15.2539 11.1703
H 15.8864 12.6970 7.3547
H 13.1272 20.1711 9.2186
H 9.5599 19.2232 8.5193
C 10.0768 12.0318 7.5178
C 9.1679 10.5856 9.3895
O 11.7421 13.0874 9.6544
N 14.2719 15.0509 9.1307
H 8.1897 11.1360 6.8385
H 8.9521 8.5455 13.0432
C 15.9183 16.0759 7.7480
H 7.3181 7.9136 12.7331
H 14.0369 13.0111 9.0240
C 14.7743 14.9461 12.3748
H 10.0712 14.1493 8.0762
N 13.6460 15.6278 12.4698
H 13.2406 18.6779 8.2211
C 12.1366 17.0916 13.6334
Tl 11.9055 15.4257 10.4801
C 14.9138 16.1246 8.6974
H 7.5424 9.6519 13.0391
H 9.6269 10.0760 6.6443
H 8.4516 13.4831 7.7009
H 6.8041 9.1855 9.3271
H 11.0211 18.6733 14.6152
N 11.2072 16.6305 12.8698
H 16.4106 16.9893 7.4070
H 12.1215 12.7796 7.5410
C 11.9873 18.1622 14.6737
H 7.0171 16.9725 11.6234
C 14.6097 13.8615 8.6509
H 9.8850 7.6587 10.8601
C 8.1576 8.9807 11.0506
H 6.1475 8.2455 10.6861
H 11.9947 11.0248 7.2179
H 11.1937 20.4606 10.8547
H 7.6493 18.1050 12.7884
C 10.6203 11.8604 11.3062
H 13.5802 18.6125 9.9884
H 8.5849 10.0487 8.6331
H 11.5654 12.2068 5.9430
Br 11.6471 12.8138 12.5895
C 9.9863 11.6106 8.9710
H 8.3047 6.8320 10.7356
H 14.8348 14.2531 11.5385
C 15.6222 13.6924 7.7187
H 9.7380 17.9157 13.4974
F 17.7669 15.8674 5.7298
C 13.4550 16.4603 13.4974
O 11.1527 17.4417 9.3676
C 8.8604 7.7435 10.4641
C 9.2668 11.1159 6.5952
N 7.7949 17.3025 12.1845
H 10.7646 20.5649 8.4491
H 9.3752 11.4568 5.5499
H 9.6074 13.8298 6.3846
C 9.7516 10.8717 11.6927
C 7.9906 8.7710 12.5569
F 17.0335 13.8979 5.2193
H 8.9249 7.7978 9.3652
H 11.7350 18.9402 11.6369
H 10.9427 19.1131 7.3900
C 9.5206 13.4609 7.4181
H 16.4635 16.1567 15.0351
C 15.8171 15.0847 13.2798

***

Model 2:
The following is a quantum chemistry calculation of a structure of composition C32H43BrF3N5O2STl, from the OMol25 dataset.

Results
Kohn-Sham gap (alpha / beta): 5.93 / 6.04 eV
Total charge: +1
HOMO level (alpha / beta): -0.3907 / -0.3963 hartree
E_LUMO (alpha / beta): -4.7 / -4.7 eV

Cartesian coordinates (Å):
H -3.5760 5.1123 -1.4843
C -0.4113 2.6895 -0.7938
H -5.3521 4.8196 -1.4055
H 2.8141 2.2387 2.9677
C -4.1583 4.1298 1.0306
H -6.3181 2.8967 -0.2714
H 3.4360 -3.2639 2.4255
H 1.1347 -0.1705 -5.5413
C 0.7705 3.6698 -0.8477
C 1.4145 -3.5503 -5.0277
Tl 1.4376 -1.7930 -0.2552
H 0.1039 -4.2517 4.5072
N 2.6895 -2.6755 2.8343
S 4.1904 -1.6724 0.8281
H -5.3943 1.7664 -1.2827
H -5.3833 1.6528 0.5129
C -0.3436 1.2297 -0.9616
Br -1.8626 -1.3402 -1.3404
C 0.8527 -4.0316 2.4787
H 1.8261 -4.3679 -3.1226
C -4.3541 4.3451 -1.4678
C -0.1580 -4.6044 1.6053
C 0.6102 4.4203 -2.1839
C 2.1664 3.0034 -0.8487
C 1.6856 -3.4378 -3.6692
H 3.5368 1.1771 4.1561
H 1.3966 -4.5409 -5.4872
H 2.1305 2.1755 4.6314
H -3.8876 3.4729 1.8790
H 1.8852 -4.0251 4.3413
H 2.2556 2.3433 -1.6947
C 0.3997 0.9888 2.7370
H -1.2406 -5.7025 3.1399
H -0.1287 5.3167 0.3106
H -2.7609 -5.9357 -0.8664
C -1.6451 3.2562 -0.5423
C -4.1718 3.3354 -0.2986
H -0.3162 5.0341 -2.2173
N 0.0240 -4.4017 0.2763
N 1.8762 -2.2996 -3.0049
H -0.1762 1.6727 3.3631
C 2.5822 1.5804 3.8203
C -2.0393 -5.5397 -0.1309
C 0.9952 -4.5066 3.9040
H 0.8600 -1.3546 4.2333
C -1.2353 -5.3762 2.0976
H 1.6747 5.2839 0.3287
C 3.1956 -1.3127 2.4332
H 4.8089 -1.6571 3.6616
O 2.2052 -0.3659 2.2884
H 1.4438 5.0978 -2.3472
C -0.9016 -4.8596 -0.5470
H 2.3781 2.4005 0.0486
N 4.1953 -0.8949 3.3537
H 0.5495 0.0931 5.2246
H -0.2334 0.1338 2.4378
H -3.7076 0.5365 -0.4817
N 1.5847 -3.0627 1.9915
H -1.6790 4.3266 -0.4375
C 1.3173 -1.1420 -5.0628
O 0.7308 0.5737 -1.0847
C 1.6583 0.4385 3.4102
C 1.6604 -1.1655 -3.7358
H 0.7171 1.5251 1.8374
H -3.1069 -6.2754 1.6130
H 1.1540 -5.6154 3.8877
C -5.3744 2.3531 -0.3387
C 1.1070 -2.3861 -7.2582
H 1.8067 -0.2194 -3.2095
H 2.1896 -0.6258 5.1646
C 1.2610 -2.3622 -5.7655
C -2.8590 2.5508 -0.4775
C -1.6344 0.5371 -0.9561
F 1.1637 -1.1389 -7.7812
H -0.7030 -4.7312 -1.6294
F -0.0727 -2.9101 -7.6332
H 0.7232 4.1584 1.3192
F 2.1277 -3.0828 -7.8293
C 1.2988 -0.4179 4.5922
C 0.7650 4.6666 0.3490
H 0.5499 3.7305 -3.0458
H 4.7636 -0.1517 2.9444
C -2.8186 1.1557 -0.6217
H 2.9617 3.7672 -0.9633
H -3.4258 4.9628 0.9903
H -5.1555 4.5497 1.2216
C -2.2292 -5.7635 1.2120
H -4.2513 3.8140 -2.4378

***

Here are the energies relative to the best structure, in kJ/mol: model 1 0.0; model 2 110.7.

***

Model 1:
The following is a quantum chemistry calculation of a cluster of 2 separate species, CH8NO in total, from the OMol25 dataset.

Results
Kohn-Sham gap: 12.02 eV
Total charge: +1
HOMO level: -0.5831 hartree
E_LUMO: -3.9 eV

Cartesian coordinates (Å):
H -0.8672 1.6612 -1.1315
H 0.5710 1.9721 -0.1097
H 1.4583 -0.1999 -0.5965
H -1.3808 -1.5293 2.7165
H 0.0531 -0.5377 -1.4646
N 0.4405 0.0027 -0.6650
H -0.5072 -2.4468 1.8110
O -0.6991 -1.5018 2.0073
C 0.1746 1.3570 -0.9350
H -0.0181 -0.3302 0.2070
H 0.7748 1.5529 -1.8395

***

Model 2:
The following is a quantum chemistry calculation of a cluster of 2 separate species, CH8NO in total, from the OMol25 dataset.

Results
Kohn-Sham gap: 13.69 eV
Total charge: +1
HOMO level: -0.6335 hartree
E_LUMO: -3.5 eV

Cartesian coordinates (Å):
H 0.0675 -0.3574 0.3052
N -0.3189 -0.4287 -0.6718
H 0.5504 1.1100 -1.8131
C -0.4542 0.8861 -1.2646
H -0.6213 1.5111 -0.5157
H -1.2683 -0.6968 -0.5644
O 0.7068 -0.4026 1.7138
H 1.3861 0.2192 2.0384
H 0.3378 -0.8849 2.5156
H 0.0511 -1.0537 -1.3303
H -1.2003 1.0575 -2.0558

***

Here are the energies relative to the best structure, in kJ/mol: model 1 0.0; model 2 22.1.